i | Molecular formula: C27H22N11P2SZr
Method: DFT, wB97M-V/def2-TZVPD

Geometry (Å):
Zr 0.86125 1.04158 1.37983
N 3.49739 0.68695 3.73977
C 2.17592 0.44258 3.96494
N 1.42861 0.82168 5.00200
N 0.17744 0.56554 4.63598
N 0.14876 0.00891 3.45085
N 1.43354 -0.14126 3.02703
C 3.87060 1.05035 2.45177
N 5.09111 1.23803 2.05696
N 4.96584 1.63150 0.75068
N 3.75258 1.66242 0.38930
N 2.96735 1.29968 1.47133
H 4.08713 0.97183 4.50603
N 0.16844 -1.27077 -1.07767
P 1.42359 -0.06515 -1.35310
C 1.50373 -0.10348 -3.16880
C 0.72333 -0.94217 -3.95340
C 0.84720 -0.89096 -5.33789
C 1.73823 -0.01095 -5.93116
C 2.52220 0.82277 -5.14165
C 2.41279 0.77196 -3.76317
C 0.38171 1.47916 -1.16503
C 0.99597 2.69148 -0.78760
C 0.26907 3.87598 -0.79734
C -1.06564 3.87030 -1.16509
C -1.68047 2.68170 -1.54970
C -0.96586 1.49777 -1.55466
P -0.37257 -1.23484 0.53360
C -2.07466 -0.62184 0.48798
C -3.02887 -1.18676 -0.35739
C -4.29249 -0.63021 -0.43722
C -4.61852 0.48743 0.33147
C -3.68378 1.04481 1.18900
C -2.41518 0.48177 1.26445
C -0.50538 -2.91111 1.15067
C -0.97657 -3.06920 2.45583
C -1.14557 -4.34218 2.97235
C -0.84557 -5.45517 2.19591
C -0.37091 -5.29787 0.90372
C -0.19186 -4.02513 0.37872
H 0.43640 -2.18332 -1.42576
H 0.00383 -1.61873 -3.51351
H 0.24006 -1.54429 -5.95033
H 1.82829 0.02445 -7.00880
H 3.22745 1.50395 -5.59869
H 3.04464 1.40863 -3.15206
H 2.06496 2.71547 -0.58328
H 0.75622 4.79904 -0.51249
H -1.62835 4.79451 -1.16149
H -2.71870 2.68093 -1.85551
H -1.43300 0.57874 -1.88202
H -2.77931 -2.05270 -0.96058
H -5.03210 -1.06943 -1.09385
H -5.61245 0.91138 0.26656
H -3.93314 1.90049 1.80240
H -1.70840 0.89997 1.98124
H -1.21448 -2.20506 3.06412
H -1.51021 -4.46907 3.98290
H -0.97926 -6.44895 2.60243
H -0.13455 -6.16531 0.30243
H 0.18905 -3.93550 -0.63061
S -1.82498 4.33316 3.27372
C -0.68027 3.44370 2.69865
N 0.18845 2.77076 2.20523

- Multiplicity: 1
- Kohn-Sham gap: 7.3 eV
- M: 685.8 g/mol
- E_HOMO: -11.956 eV
- Charge: +1

=====

ii | Molecular formula: C27H22N11P2SZr
Method: DFT, wB97M-V/def2-TZVPD

Geometry (Å):
Zr -1.80413 0.72484 -0.14863
N -4.38986 1.27993 -2.49158
C -3.26805 0.63752 -3.00431
N -3.13198 0.21788 -4.22660
N -1.87685 -0.32978 -4.25667
N -1.30880 -0.22821 -3.13031
N -2.16908 0.37818 -2.25059
C -4.31122 1.76288 -1.21945
N -5.23531 1.73013 -0.25975
N -4.59916 2.09468 0.84547
N -3.35229 2.38383 0.58806
N -3.14989 2.25057 -0.75766
H -5.29098 1.06913 -2.89124
N 1.17077 -0.52529 0.52929
P 0.40681 -0.70920 -0.98379
C 1.75813 -0.41160 -2.12503
C 2.66300 -1.43169 -2.40453
C 3.76374 -1.17052 -3.20898
C 3.95489 0.09657 -3.73796
C 3.04599 1.11228 -3.46967
C 1.94779 0.85823 -2.66644
C -0.06928 -2.44797 -1.11425
C -0.40337 -3.15845 0.03713
C -0.91489 -4.44452 -0.05776
C -1.09398 -5.02816 -1.30205
C -0.73989 -4.33492 -2.45336
C -0.23980 -3.04737 -2.36445
P 0.19137 -0.11036 1.89724
C 1.49236 -0.05598 3.14821
C 1.34571 -0.82487 4.29760
C 2.35958 -0.83795 5.24837
C 3.50342 -0.08529 5.04362
C 3.64736 0.68803 3.89446
C 2.64338 0.70775 2.94445
C -0.09188 1.70695 1.57010
C -0.78829 2.37117 2.58930
C -1.07965 3.71770 2.47617
C -0.75988 4.40819 1.31102
C -0.11588 3.75903 0.27219
C 0.23760 2.41370 0.40165
H 1.96354 -1.12876 0.72591
H 2.51405 -2.42682 -2.00373
H 4.46728 -1.96296 -3.42597
H 4.80935 0.29168 -4.37211
H 3.18798 2.09628 -3.89561
H 1.22366 1.64491 -2.48934
H -0.24875 -2.72981 1.01955
H -1.17422 -4.98529 0.84241
H -1.50676 -6.02521 -1.37863
H -0.85642 -4.79613 -3.42468
H 0.02117 -2.51250 -3.26782
H 0.44640 -1.40925 4.45057
H 2.25207 -1.43561 6.14314
H 4.29313 -0.09533 5.78320
H 4.54171 1.27787 3.74522
H 2.75191 1.30838 2.04920
H -1.08220 1.82889 3.48235
H -1.58853 4.22569 3.28399
H -1.01644 5.45448 1.21677
H 0.14540 4.29497 -0.63070
H 0.87928 1.94891 -0.33999
S -3.60346 -0.71143 3.38773
C -3.31635 -0.67632 1.85550
N -3.05130 -0.66367 0.67379

- Multiplicity: 1
- Kohn-Sham gap: 7.7 eV
- M: 685.8 g/mol
- E_HOMO: -11.959 eV
- Charge: +1

=====

Stability, highest: ii

=====

i | Molecular formula: C3H4KO4
Method: DFT, wB97M-V/def2-TZVPD

Geometry (Å):
C 0.21869 -0.91760 -0.46466
C -1.04351 -0.86309 0.38177
O -1.07358 0.45975 0.93179
C -0.11434 1.21769 0.43446
O 0.17199 -1.18627 -1.78233
O 0.51414 2.02479 1.08768
O 0.37925 0.66686 -0.65925
K 3.07096 3.06653 1.27291
H 0.95342 -1.58947 0.00221
H -1.00770 -1.56674 1.22038
H -1.94230 -1.05254 -0.21167
H -0.12702 -0.25992 -2.21329

- Multiplicity: 1
- Kohn-Sham gap: 10.3 eV
- M: 143.2 g/mol
- E_HOMO: -14.247 eV
- Charge: +1

=====

ii | Molecular formula: C3H4KO4
Method: DFT, wB97M-V/def2-TZVPD

Geometry (Å):
H -0.40030 0.87374 -0.20782
H -0.48710 -2.16629 -0.46688
C -0.71144 -1.08551 -0.51148
C 0.28427 -0.06051 -0.06039
O 1.41897 -0.06514 -0.87776
C 2.58094 0.24157 -0.29252
O 2.83674 1.28889 0.24134
O 3.37970 -0.80271 -0.40175
K -4.70480 0.32544 -0.22300
O -1.85362 -0.63721 -0.64783
H 0.52617 -0.68625 0.88383
H 4.29246 -0.53833 -0.22887

- Multiplicity: 1
- Kohn-Sham gap: 9.3 eV
- M: 143.2 g/mol
- E_HOMO: -13.437 eV
- Charge: +1

=====

Stability, highest: i

=====

i | Molecular formula: C4H8ClN2
Method: DFT, wB97M-V/def2-TZVPD

Geometry (Å):
C 1.08981 0.56576 0.36776
C -2.10646 -0.40500 0.06446
C 2.55689 0.32643 0.04003
C -2.57308 -1.69038 -0.31861
N 0.53226 -0.52194 0.43152
N 0.83481 1.85784 0.45731
Cl -3.03719 0.84977 0.46493
H 3.34753 0.22671 0.78514
H 2.84653 1.08364 -0.72239
H 2.69344 -0.66106 -0.65893
H -2.46190 -1.99129 -1.43308
H -1.66564 -2.33165 -0.23817
H -3.55644 -2.04312 0.02304
H 1.54805 2.54929 0.70032
H -0.04860 2.18498 0.03668

- Multiplicity: 1
- Kohn-Sham gap (alpha / beta): 6.8 / 7.8 eV
- M: 119.6 g/mol
- E_HOMO (alpha / beta): -13.268 / -13.853 eV
- Charge: +1

=====

ii | Molecular formula: C4H8ClN2
Method: DFT, wB97M-V/def2-TZVPD

Geometry (Å):
C -3.45773 0.24793 0.77561
C 0.80977 0.16167 1.02333
C 1.98643 0.19193 -1.25511
C 0.88453 -0.52236 -0.42023
N -0.36548 -0.49427 -0.91731
N -1.48894 -0.51099 -0.92187
Cl -4.80652 -0.42601 0.12632
H 1.79394 0.12948 1.59599
H 0.52306 1.16645 0.99483
H -0.03769 -0.20035 1.68348
H 2.96989 -0.01900 -0.55855
H 1.64470 1.20206 -1.08458
H 2.15199 -0.34865 -2.15278
H 1.16327 -1.60088 -0.41697
H -3.77122 1.02299 1.52784

- Multiplicity: 1
- Kohn-Sham gap: 7.5 eV
- M: 119.6 g/mol
- E_HOMO: -12.716 eV
- Charge: +1

=====

Stability, highest: ii

=====

i | Molecular formula: C6H14N2O2Sn
Method: DFT, wB97M-V/def2-TZVPD

Geometry (Å):
Sn -2.75388 -0.27048 -1.72357
C 0.85718 1.63482 1.03047
C -0.22826 2.09706 0.11656
O -0.54630 1.35997 -0.83437
N -0.77340 3.29089 0.36918
C -1.78763 3.95732 -0.43326
H 0.37003 1.44144 1.99042
H 1.70992 2.30528 1.10414
H 1.18451 0.64790 0.71070
H -0.43036 3.84371 1.14032
H -1.41975 4.88221 -0.87904
H -2.62739 4.31203 0.16608
H -2.14943 3.28831 -1.21009
C 0.22803 -2.39460 1.71308
C 0.21394 -2.35743 0.19554
O -0.70518 -1.80046 -0.43024
N 1.18391 -3.02932 -0.44873
C 1.24075 -3.15064 -1.91407
H 0.39667 -1.34715 1.96845
H 0.91438 -3.11379 2.14840
H -0.78447 -2.60544 2.05575
H 1.89144 -3.45906 0.12539
H 1.37083 -4.17776 -2.25185
H 2.18108 -2.67931 -2.20833
H 0.46338 -2.67551 -2.50094

- Multiplicity: 1
- Kohn-Sham gap: 5.4 eV
- M: 264.9 g/mol
- E_HOMO: -16.351 eV
- Charge: +2

=====

ii | Molecular formula: C6H14N2O2Sn
Method: DFT, wB97M-V/def2-TZVPD

Geometry (Å):
Sn -1.11056 7.08795 -3.55997
C -4.04318 4.22430 -4.66129
C -2.77155 4.90280 -4.98271
O -2.06241 5.45894 -4.19418
N -2.42495 4.84049 -6.28171
C -1.19960 5.34544 -6.83877
H -3.88675 3.25631 -4.18523
H -4.54363 3.95792 -5.59225
H -4.69577 4.91249 -4.12406
H -3.00473 4.32240 -6.92633
H -0.61832 4.57640 -7.34749
H -0.56154 5.66852 -6.01621
H -1.34465 6.26792 -7.40100
C -1.62812 10.69526 -5.31412
C -1.58681 10.15022 -3.90591
O -1.50263 8.96404 -3.70432
N -1.64033 11.04636 -2.94037
C -1.96498 10.61889 -1.57249
H -1.59274 11.78465 -5.30492
H -2.54870 10.42354 -5.83064
H -0.79221 10.30348 -5.89365
H -1.82156 12.00445 -3.20369
H -1.40426 9.75140 -1.22443
H -3.00515 10.31782 -1.44795
H -1.69501 11.44914 -0.91987

- Multiplicity: 1
- Kohn-Sham gap: 9.5 eV
- M: 264.9 g/mol
- E_HOMO: -18.031 eV
- Charge: +2

=====

Stability, highest: ii